46
Properties=species:S:1:pos:R:3:forces:R:3:nbo_charge:R:1 method="wB97M-V/def2-TZVPD" total_charge=+1 fmax_ev_per_a=4.939 gap_ha="0.1955 / 0.1955"
Mo 1.26663 -0.30902 1.14368 2.3 2.9 3.3 1.17
S 4.86833 -0.03932 4.00458 -0.5 0.0 -0.3 0.23
C 3.62833 -0.08942 2.97898 0.3 0.0 0.2 -0.57
S 2.24773 -1.22052 3.10488 0.2 0.8 -1.1 0.32
S 3.38293 0.86698 1.53828 -0.6 -0.6 0.2 0.17
F -2.74267 -6.24482 1.22058 0.1 0.2 0.0 -0.26
C -2.00097 -5.14862 1.20538 0.1 0.2 0.0 0.31
C -1.71497 -4.49152 2.40668 0.1 0.2 -0.4 0.28
F -2.20617 -4.94662 3.54678 0.1 0.0 0.0 -0.26
C -0.92927 -3.34592 2.38088 0.2 0.4 -0.4 0.32
F -0.62147 -2.66462 3.48628 -0.2 -0.3 0.0 -0.28
C -0.43667 -2.83382 1.16938 -1.2 -2.5 0.2 0.18
O 0.26943 -1.72752 1.14348 -1.6 -0.9 -0.3 -0.53
C -0.73767 -3.50772 -0.02232 0.3 0.4 0.1 0.32
F -0.24567 -2.98652 -1.15542 -0.3 -0.4 0.2 -0.28
C -1.52167 -4.65452 -0.01292 0.1 0.2 0.3 0.29
F -1.82807 -5.27032 -1.14552 0.1 0.0 0.1 -0.26
C 0.17213 1.14988 1.87348 0.4 -0.9 -0.5 -0.41
C -0.49667 2.18268 1.91988 0.2 -0.3 0.0 0.41
C -1.23497 3.36488 1.87808 -0.4 0.7 -0.2 -0.26
C -1.80977 3.93618 3.02548 0.1 -0.2 -0.1 -0.13
C -2.51827 5.11378 2.91668 0.0 0.0 0.1 -0.21
C -2.67797 5.72828 1.68008 0.1 -0.1 0.0 -0.14
C -2.11787 5.16438 0.54048 0.0 0.0 -0.1 -0.23
C -1.39417 3.99428 0.62698 0.0 -0.2 0.2 -0.08
H -1.68227 3.44898 3.97948 0.0 0.0 0.1 0.23
H -2.94817 5.55708 3.80298 0.0 0.0 0.0 0.24
H -3.23317 6.65048 1.60678 -0.1 0.1 0.0 0.23
H -2.23737 5.63548 -0.42492 0.0 0.1 0.0 0.23
H -0.95017 3.54158 -0.24532 0.0 0.1 -0.1 0.24
O 2.59943 -1.53892 -0.41282 -0.2 0.1 0.4 -0.55
C 2.10943 -0.70622 -1.18002 1.1 -0.8 -1.1 0.66
N 1.62383 0.44508 -0.66292 0.0 0.7 -0.9 -0.83
S 0.26953 0.85688 -1.60222 -0.8 0.0 0.4 2.28
O -0.75107 0.08008 -0.93872 -0.2 0.0 -0.5 -0.92
O 0.07413 2.25908 -1.70862 0.4 0.1 -0.4 -0.87
C 0.89613 0.05008 -3.06402 0.4 -0.1 0.7 -0.21
C 0.57553 0.18418 -4.39142 -0.2 0.2 -0.1 -0.19
C 1.29773 -0.58082 -5.30782 -0.2 0.0 0.2 -0.15
C 2.26483 -1.48152 -4.88372 0.1 0.0 0.1 -0.17
C 2.57143 -1.62312 -3.53502 -0.3 0.2 0.3 -0.13
C 1.88863 -0.82602 -2.62712 0.1 -0.1 -0.5 -0.18
H -0.19407 0.87068 -4.70772 0.0 0.1 -0.1 0.25
H 1.08803 -0.47322 -6.36062 0.0 0.0 -0.1 0.24
H 2.80713 -2.06712 -5.60782 0.0 -0.1 -0.1 0.24
H 3.33013 -2.30302 -3.18322 0.1 -0.1 0.0 0.25

130
Properties=species:S:1:pos:R:3:forces:R:3:lowdin_charge:R:1 method="wB97M-V/def2-TZVPD" total_charge=0 fmax_ev_per_a=11.589 gap_ha=0.3067
C 0.34678 1.56149 3.51186 -0.3 -0.5 -0.4 -0.07
O 0.75181 0.18673 3.59680 0.8 0.5 0.3 -0.17
H 0.05426 1.81989 2.47609 -0.5 -0.3 0.6 0.07
H 1.23554 2.11149 3.67524 0.8 0.9 0.6 0.07
H -0.41397 1.73295 4.28475 0.1 0.3 -0.5 0.10
H -0.03394 -0.32041 3.78729 -0.6 -0.4 0.2 0.01
C -1.11093 0.08287 -3.55205 -0.9 -1.5 -2.2 -0.14
O -1.95627 0.75830 -2.68597 0.7 1.0 1.0 -0.12
H -1.49370 0.22713 -4.56637 0.4 0.0 -0.2 0.11
H -1.12843 -1.01851 -3.41208 0.1 0.6 0.3 0.08
H -0.13559 0.46575 -3.48934 1.3 0.4 0.1 0.04
H -2.72790 0.22802 -2.67976 -1.7 -0.9 0.2 0.04
C 3.26530 -3.13755 1.11494 0.0 -0.1 1.2 -0.17
O 2.48447 -3.42440 -0.01517 0.6 0.1 -0.2 -0.10
H 4.27711 -2.86332 0.85879 0.1 0.4 -0.5 0.06
H 3.41657 -3.99909 1.79243 -0.4 -0.1 -0.2 0.09
H 2.79078 -2.34097 1.71604 0.6 -0.2 -0.3 0.05
H 1.58962 -3.22548 0.24726 -0.9 -0.2 -0.2 0.01
C 3.85473 -0.30820 3.60188 0.9 1.5 1.7 -0.13
O 4.58575 -1.46052 3.24801 -0.1 -2.1 0.7 -0.18
H 3.33638 0.17520 2.74016 0.2 -0.8 0.7 0.08
H 4.63379 0.39760 4.00807 -0.9 -0.1 -0.5 0.10
H 3.24752 -0.54756 4.47698 -0.6 0.3 -0.5 0.09
H 4.51255 -2.19738 3.90390 0.0 1.2 -0.9 0.14
C -3.24241 -1.42749 -1.03104 0.5 -1.1 0.2 -0.14
O -3.65600 -1.47505 -2.38115 -0.8 0.1 -1.1 -0.13
H -2.20255 -1.74422 -1.05208 0.3 0.4 0.8 0.05
H -3.78937 -2.21477 -0.52931 -0.2 0.1 0.8 0.09
H -3.38665 -0.45539 -0.56262 0.1 -0.1 -0.2 0.07
H -3.76411 -2.41768 -2.57792 0.0 0.6 -0.3 0.10
C 4.80708 -0.33228 0.15093 -4.5 -0.6 -3.2 -0.48
O 3.42040 -0.04930 0.23719 6.9 -0.7 0.3 -0.18
N 5.66715 -0.66910 1.05816 -0.4 0.1 3.6 0.19
N 5.30313 -0.50658 -1.09371 -1.0 0.7 -1.2 0.17
H 5.27606 -0.89801 2.00073 0.8 0.0 -0.9 0.05
H 6.46028 -1.22928 0.80332 0.2 0.2 -0.2 0.13
H 4.67427 -0.16398 -1.82266 0.6 -0.2 0.0 0.06
H 6.24741 -0.77557 -1.38303 -0.6 0.3 0.8 0.13
C -0.39147 -3.77833 1.64711 -0.8 1.7 -5.6 -0.62
O -0.70117 -3.57945 0.35626 1.3 -1.2 5.4 -0.05
N -0.79181 -4.78359 2.38254 -0.8 -1.5 1.0 0.20
N 0.34268 -2.87306 2.26929 3.1 1.7 2.4 0.09
H -1.25552 -5.48862 1.87517 -0.7 -1.0 -0.2 0.11
H -0.63061 -4.88504 3.37982 0.1 0.0 -0.7 0.12
H 0.66042 -2.04671 1.66046 -0.5 -1.0 1.2 0.08
H 0.71336 -2.92342 3.32559 -1.0 -0.2 -3.5 0.20
C 2.69147 -0.07445 -3.09794 -1.8 -2.3 -8.1 -0.63
O 2.44291 -0.24652 -4.40726 1.2 0.7 5.5 -0.07
N 3.35115 0.90995 -2.59322 2.2 3.4 0.9 0.16
N 2.31702 -0.97707 -2.21066 -0.7 -3.3 1.5 0.14
H 3.82427 1.57214 -3.20648 -0.7 -0.1 0.2 0.16
H 3.10677 1.17086 -1.62984 0.3 0.1 -0.5 0.08
H 2.06331 -1.90549 -2.58833 0.2 1.1 0.2 0.12
H 2.74733 -0.98902 -1.26273 -0.1 0.1 -0.9 0.09
C -1.69107 -1.33485 4.78648 -4.6 8.0 1.5 -0.68
O -2.25865 -0.23970 5.30660 2.6 -4.2 -1.2 -0.07
N -1.45569 -1.34726 3.51283 0.6 -1.3 -2.4 0.15
N -1.37528 -2.36606 5.48960 1.0 -4.4 2.6 0.17
H -1.72579 -0.56129 2.93762 -0.3 0.0 -0.4 0.06
H -0.96187 -2.14511 3.06068 -1.0 1.4 0.4 0.06
H -1.56360 -2.27128 6.47851 -0.1 -0.1 -0.2 0.12
H -1.52866 -3.30699 5.09579 0.2 1.0 0.4 0.12
C -0.19762 -0.29861 0.33472 -4.4 2.8 5.2 -0.51
O -1.39140 0.07108 1.02924 5.7 -2.1 -3.7 -0.14
N 0.92970 -0.44341 1.05004 0.9 -0.7 2.7 0.11
N 0.01116 -0.26805 -0.93086 -1.9 0.1 -2.3 0.21
H 0.86380 -0.26985 2.12229 0.2 0.1 -1.7 0.07
H 1.89492 -0.53089 0.67143 -1.0 0.2 0.1 0.06
H -0.74275 0.13225 -1.47655 -0.1 -0.2 0.0 0.07
H 0.84842 -0.62637 -1.38959 -0.2 0.2 0.1 0.06
C -0.72642 4.31876 -3.49032 -1.0 0.0 1.5 -0.03
C 0.39318 3.29673 -3.35537 -7.2 -2.7 -4.3 -0.62
C 0.54531 2.64257 -4.73099 -0.4 -2.7 -0.6 -0.05
O 1.53310 3.73478 -3.03792 6.9 3.0 3.2 0.02
H -1.73873 3.88572 -3.74505 1.3 0.4 0.4 0.10
H -0.52708 5.11957 -4.14343 0.6 0.7 -1.5 0.06
H -0.76983 4.84849 -2.53718 -0.5 -0.1 0.3 0.06
H 0.02495 2.58787 -2.61585 -0.2 -0.5 0.0 0.11
H 0.71231 3.27676 -5.57421 0.9 1.2 -0.1 0.07
H -0.31235 2.11980 -5.16341 -0.6 -0.1 0.7 0.06
H 1.29287 1.81413 -4.71235 -0.1 0.8 0.0 0.07
H 1.85103 3.13276 -2.35058 0.3 0.4 -0.1 0.06
C 0.04088 -3.35795 -2.55956 1.0 0.6 -0.2 -0.06
C 0.18865 -4.79873 -2.95450 7.6 2.5 5.2 -0.63
C 0.44232 -5.62336 -1.68972 -0.7 0.7 0.5 -0.02
O -0.78518 -5.24540 -3.55950 -9.8 -2.6 -5.5 0.05
H -0.94903 -3.11438 -2.26367 -1.1 -0.1 0.9 0.06
H 0.19174 -2.73154 -3.42385 0.5 0.4 -0.5 0.08
H 0.74622 -3.11061 -1.76463 -0.3 0.2 -0.2 0.05
H 1.01021 -4.83308 -3.66747 1.4 -0.1 0.4 0.14
H 0.99716 -5.06810 -0.98811 1.1 0.7 0.7 0.03
H 0.94431 -6.52585 -1.82154 0.8 -1.7 -0.7 0.06
H -0.46202 -5.84113 -1.11691 -0.4 0.1 -0.6 0.08
H -1.34581 -4.48381 -3.79840 -0.1 -1.0 -0.3 0.13
C -1.99055 3.29760 -0.28075 1.1 0.5 0.0 -0.03
C -3.32436 2.86283 -0.86493 1.2 0.7 7.1 -0.67
C -4.40131 3.69955 -0.33615 -1.3 0.2 1.7 -0.05
O -3.40520 3.02328 -2.11168 -0.6 0.8 -7.7 0.02
H -1.95200 3.26487 0.80705 -0.3 0.0 0.2 0.07
H -1.69771 4.33617 -0.60331 -0.4 -1.0 0.2 0.10
H -1.21317 2.60115 -0.60134 0.2 0.1 -0.2 0.05
H -3.51079 1.85797 -0.54468 0.0 -1.2 0.4 0.11
H -4.30668 4.70709 -0.73875 -0.2 0.0 0.1 0.10
H -4.42464 3.68377 0.75890 0.0 0.3 -0.2 0.07
H -5.28470 3.17841 -0.68244 -0.8 0.6 -0.1 0.09
H -2.87526 2.34912 -2.49481 1.0 -0.8 -1.4 0.05
C -5.62917 2.20647 2.71238 -2.9 -0.5 1.7 -0.05
C -5.23316 1.01603 1.92399 6.8 5.5 -0.9 -0.68
C -3.91697 0.49530 2.49691 1.9 1.0 -0.5 -0.05
O -6.06863 0.09419 1.95755 -7.2 -7.4 0.2 0.03
H -6.49141 2.69108 2.25669 -0.5 -0.2 0.0 0.08
H -4.94620 2.98940 2.71736 1.8 1.0 0.4 0.04
H -5.93892 1.89532 3.78299 0.7 0.5 -1.6 0.13
H -5.18884 1.29108 0.86143 1.1 0.9 -0.1 0.13
H -3.04939 1.26062 2.40928 -1.3 -1.4 0.2 0.11
H -3.60549 -0.47925 2.08467 -0.1 0.5 -0.5 0.06
H -4.09974 0.26287 3.53155 0.0 0.3 0.7 0.07
H -5.88960 -0.47595 1.19793 -0.5 -0.2 0.5 0.13
C 3.63361 3.28895 -0.33584 0.1 1.1 -0.8 -0.01
C 2.27691 2.74845 0.12789 2.6 5.1 5.7 -0.60
C 1.30062 3.86488 0.46183 0.9 1.2 0.3 -0.01
O 1.66782 2.02362 -0.71102 -2.9 -4.9 -6.1 -0.05
H 3.56665 3.67539 -1.37944 -0.1 -0.2 0.5 0.09
H 4.35605 2.50216 -0.36302 0.7 -0.6 0.1 0.05
H 4.07486 4.14599 0.23313 -0.7 -0.9 -0.1 0.10
H 2.38412 2.11532 0.99536 0.9 0.3 1.1 0.12
H 0.53890 3.50480 1.12128 -0.7 -0.3 0.1 0.05
H 0.87439 4.19567 -0.49150 0.0 0.2 0.3 0.08
H 1.78929 4.69099 0.98595 -0.1 0.1 -0.2 0.09
H 1.34024 1.24971 -0.25518 -0.5 -0.4 -0.4 0.07